(1)
The following is a quantum chemistry calculation of a molecular structure, C41H43ClN3O2P2PrS2 in a non-equilibrium geometry, from the OMol25 dataset.

ORCA input file:
```
! wB97M-V def2-TZVPD RIJCOSX def2/J DEFGRID3
* xyz 2 3
Pr -1.47061 -0.67698 -0.13670
Cl -4.11049 -3.55423 4.44339
S -3.60359 -0.54201 -1.86892
S 4.98515 1.36815 -2.98673
P 0.02868 1.63473 0.92886
P 0.89148 -0.98955 1.45875
O -2.86132 0.43223 1.47055
O -0.85871 -1.47528 -2.05413
N 1.30360 0.48602 0.61590
N -2.63210 -2.65966 0.89054
N -1.51172 -1.50902 -3.21875
C 1.94531 4.48316 3.04162
C -1.92064 2.67666 -0.72388
C -3.85573 -3.54224 2.74463
C 2.23409 -1.33676 2.63422
C -2.88697 -2.71570 2.20226
C 1.72186 5.38629 0.81903
C -3.58771 1.12918 2.17197
C 0.43144 -4.56482 -0.38304
C 1.28701 3.33523 2.63415
C -0.83169 -1.92593 -4.30797
C -3.28190 1.34683 3.61378
C -2.77333 -1.62359 -5.64595
C 2.72099 0.87514 0.43712
C -0.72103 1.94756 -0.74862
C 3.28977 -2.20436 2.35973
C -3.44937 -1.19846 -4.52704
C 4.70184 3.09374 -3.45774
C 4.55926 1.40107 -1.22002
C 3.05098 1.36869 -0.97040
C -4.32354 -4.31221 0.54273
C 0.37465 -3.48129 0.47861
C -4.60466 -4.34931 1.89828
C -2.18513 2.37930 -3.09013
C 1.88043 -3.31466 -1.84421
C -1.42880 -1.98964 -5.53458
C -2.64655 2.88847 -1.88332
C 1.07429 4.23286 0.40129
C 1.07465 -2.30262 0.18413
C 0.86231 3.20005 1.30923
C -1.00911 1.64810 -3.12986
C -3.33146 -3.46720 0.08157
C 3.16040 -0.89521 4.81594
C 4.27944 -2.40250 3.31012
C 4.21813 -1.74864 4.53260
C 1.83313 -2.23016 -0.98196
C 2.16594 -0.69637 3.87273
C 2.15723 5.51037 2.13089
C -0.28229 1.41530 -1.96520
C -4.80735 1.78002 1.61500
C -2.81223 -1.12173 -3.28099
C 1.17438 -4.47418 -1.55387
H 0.65366 0.87661 -2.01750
H 5.19123 3.75482 -2.74500
H -2.74620 2.55241 -3.99909
H -2.40413 0.78896 3.93033
H -3.07849 -3.43844 -0.97029
H 1.22347 -5.32317 -2.22313
H 2.48537 -3.25738 -2.74084
H -0.64089 1.27147 -4.07645
H -3.56777 3.45557 -1.85379
H 5.10054 -3.07350 3.09482
H 3.33307 0.00212 0.66191
H 3.34109 -2.72505 1.41249
H -4.87274 -4.93703 -0.14715
H -4.88986 2.80821 1.96677
H 1.88872 6.19350 0.11808
H -5.37700 -4.99681 2.29079
H 5.03227 2.26908 -0.76037
H -4.81623 1.73453 0.52735
H 2.65746 6.41438 2.45201
H 2.40826 -1.33913 -1.20291
H 5.03576 0.50205 -0.82400
H 0.19689 -2.19797 -4.12212
H 2.61223 0.69863 -1.71084
H -0.14537 -3.56635 1.42631
H -4.48889 -0.90711 -4.56440
H -0.07955 -5.48641 -0.13548
H 2.98049 1.64753 1.16462
H 4.99175 -1.90945 5.27156
H -3.12354 2.41335 3.79172
H 3.63937 3.31946 -3.52369
H -2.24101 3.12440 0.21224
H -0.85656 -2.32465 -6.38653
H -5.68482 1.24459 1.98935
H -2.28442 -2.09268 2.85453
H 5.15976 3.22192 -4.43545
H 2.62407 2.36251 -1.12551
H 1.09714 2.53232 3.33956
H 2.28041 4.57851 4.06567
H 0.73290 4.13849 -0.62243
H -3.27601 -1.67324 -6.60207
H 1.32876 -0.04424 4.09950
H -4.14609 1.06678 4.22044
H 3.10650 -0.39445 5.77339
*
```

Output
HOMO (spin up / spin down) in eV: -12.303 / -12.303
Lowest unoccupied orbital energy (spin up / spin down) in eV: -5.0 / -5.0
⟨S²⟩: 2.00
Kohn-Sham gap (spin up / spin down) in eV: 7.26 / 7.32

---

(2)
The following is a quantum chemistry calculation of CH4N2 in the gas phase in a non-equilibrium geometry, from the OMol25 dataset.

ORCA input file:
```
! wB97M-V def2-TZVPD RIJCOSX def2/J DEFGRID3
* xyz 0 1
N 0.86652 -0.40165 -0.00888
N -1.59494 -0.13430 -0.01185
C -0.38723 0.24437 -0.13649
H -1.62648 -1.21437 0.11626
H 1.45352 -0.13804 -0.69422
H -0.17059 1.31600 0.03569
H 1.45921 0.32799 0.69951
*
```

Output
HOMO in eV: -10.188
Lowest unoccupied orbital energy in eV: 0.7
Kohn-Sham gap in eV: 10.91
SMILES: [H]/N=C\N

---

(3)
The following is a quantum chemistry calculation of C16H19NO2S in the gas phase in a non-equilibrium geometry, from the OMol25 dataset.

ORCA input file:
```
! wB97M-V def2-TZVPD RIJCOSX def2/J DEFGRID3
* xyz 0 1
S -1.49377 -0.51868 -0.62900
O 3.44424 2.34882 -1.90157
O -2.61011 0.38932 -0.81572
N 1.26803 1.85828 -2.62010
C -1.51860 -2.62611 5.14877
C -0.69302 0.76281 -3.39668
C 2.23195 2.08282 -1.69184
C -1.17706 -2.38966 1.42333
C -1.06676 -2.81593 2.74174
C -1.82925 -0.28775 2.19600
C 0.15952 1.07197 -2.22858
C -1.42172 -2.02133 3.85476
C -1.81361 -0.67250 3.59907
C 0.26792 1.11127 -4.57372
C 1.47466 1.81088 -4.01459
C -1.57662 -1.13937 1.10297
C 1.73858 2.22523 -0.33687
C 1.92943 -0.23795 0.35941
C 0.93080 0.91840 0.11858
C -0.03423 0.57803 -1.02466
H -2.10797 -0.00980 4.46460
H 0.30649 1.05326 0.97685
H -0.18479 1.74412 -5.45171
H -1.07946 -0.22024 -3.55579
H 2.60277 2.48387 0.21707
H 2.54915 -0.47617 -0.49124
H -1.02127 -3.11421 0.71758
H 1.75914 2.75153 -4.38731
H 0.95713 3.06283 -0.31506
H -2.11135 0.74452 2.03517
H -0.73213 -3.37302 5.40069
H 0.61536 0.13269 -5.09438
H -2.48268 -3.19450 5.17903
H 2.58060 0.09350 1.17252
H 2.33165 1.24468 -4.35168
H -1.54492 1.46391 -3.30779
H -0.82218 -3.85324 2.97229
H 1.61751 -1.22109 0.62854
H -1.44342 -1.76119 5.87929
*
```

Output
HOMO in eV: -8.377
Lowest unoccupied orbital energy in eV: 0.4
Kohn-Sham gap in eV: 8.77

---

Number 1: E -118609.6442 eV. Number 2: E -4080.2209 eV. Number 3: E -33317.7984 eV.